A single H2N2O4S molecule at a distorted geometry. Source: OMol25; level of theory: ωB97M-V with the def2-TZVPD basis set.

Computed properties:
energy above the lowest of the compared OMol25 structures with the same formula, charge and spin: 108.3 kcal per mole
DFT total energy: -22030.495 eV
Kohn-Sham gap: 9.850 eV
largest force on an atom: 3.04 eV Å⁻¹
highest occupied orbital energy: -0.3699 Ha

Atoms and positions in Å:
N -0.0118 0.4025 2.2015
N 1.4552 0.0839 -1.1640
O -0.0306 0.1172 3.3659
O -1.0174 -0.1877 1.4412
O -0.6432 -0.4034 -2.2895
O -1.0059 0.3724 0.1758
S 0.1655 -0.6875 -0.9609
H 2.1091 -0.1722 -0.4801
H -1.0211 0.4748 -2.2899